## one
Density functional theory data (the ωB97M-V functional and the def2-TZVPD basis) for a structure of composition C3H9N2O.

Positions of all 15 atoms, in Å:
1 C -0.9799 0.5096 0.7439
2 C -2.1070 1.3496 1.3136
3 C 2.4144 -1.1717 -2.1044
4 N -0.3869 -0.4277 1.3491
5 N 1.5435 -0.4724 -1.4758
6 O 0.4665 -1.1974 0.7862
7 H -0.7119 0.7068 -0.2072
8 H -2.8787 1.0153 0.6296
9 H -1.8352 2.4521 1.3891
10 H -2.5409 1.1216 2.2530
11 H 3.1215 -1.8062 -1.6093
12 H 2.5351 -1.1165 -3.0966
13 H 0.9595 -0.5750 -0.1721
14 H -0.6413 -0.5180 2.3292
15 H 1.0413 0.1298 -2.1285

Properties
spin multiplicity	3
highest occupied orbital energy (spin up / spin down)	-10.78 / -16.47	eV
total charge	+1
HOMO-LUMO gap (spin up / spin down)	6.93 / 9.20	eV
M	89.1	g/mol



## two
Density functional theory data (the ωB97M-V functional and the def2-TZVPD basis) for the ion C3H9N2O with charge +1.

Positions of all 15 atoms, in Å:
1 C -0.7608 -0.0521 -0.1485
2 C -1.4885 -1.2752 0.0840
3 C 1.6901 1.0586 0.1648
4 N 0.9481 -0.1134 -0.1802
5 N -1.2330 1.1300 -0.3502
6 O 1.3376 -1.2760 0.4456
7 H -1.0101 -1.8490 0.8813
8 H -1.4796 -1.9072 -0.8070
9 H -2.5239 -1.0558 0.3451
10 H 2.7383 0.7595 0.0975
11 H 1.5200 1.8288 -0.5864
12 H 1.5055 1.4351 1.1738
13 H -2.2297 1.3070 -0.4351
14 H -0.6159 1.9300 -0.4457
15 H 1.6019 -1.9201 -0.2391

Properties
spin multiplicity	3
highest occupied orbital energy (spin up / spin down)	-10.44 / -16.05	eV
total charge	+1
HOMO-LUMO gap (spin up / spin down)	7.27 / 8.32	eV
M	89.1	g/mol



We find two to be the most stable, with the next structure 0.0430 hartree higher.



## one
Density functional theory data (the ωB97M-V functional and the def2-TZVPD basis) for an isolated molecule of C5H7I.

Positions of all 13 atoms, in Å:
1 C -1.0753 -0.2281 -0.9790
2 C 1.1464 0.7493 0.2627
3 C -0.3656 0.5672 0.1854
4 C -1.2609 -0.6712 0.4759
5 C 2.2784 0.0307 -0.0603
6 I 2.2293 -2.0427 -0.3005
7 H -1.9440 0.1944 -1.5800
8 H -0.3660 -0.7658 -1.6018
9 H 1.3241 1.8911 0.0570
10 H 1.6093 0.8667 1.2571
11 H -0.8958 1.4774 0.4266
12 H -2.0120 -0.5286 1.2048
13 H -0.6680 -1.5405 0.6521

Properties
spin multiplicity	1
highest occupied orbital energy	-8.11	eV
HOMO-LUMO gap	8.08	eV
M	194.0	g/mol



## two
Density functional theory data (the ωB97M-V functional and the def2-TZVPD basis) for an isolated molecule of C5H7I.

Positions of all 13 atoms, in Å:
1 C -0.3648 -1.4948 -0.4014
2 C -0.9188 -0.2886 0.3502
3 C 0.9077 1.2694 -0.7628
4 C 1.5127 0.8025 0.2992
5 C 0.0352 0.8840 0.3643
6 I -0.8304 2.5162 1.5742
7 H 0.5261 -1.8796 0.0924
8 H -0.1018 -1.2266 -1.4230
9 H -1.8542 0.0320 -0.1180
10 H -1.1499 -0.5757 1.3784
11 H 0.9460 1.6915 -1.7367
12 H -1.1141 -2.2832 -0.4324
13 H 2.4063 0.5529 0.8156

Properties
spin multiplicity	1
highest occupied orbital energy	-9.03	eV
structure (SMILES)	CCC1(I)C=C1
HOMO-LUMO gap	9.83	eV
M	194.0	g/mol



## three
Density functional theory data (the ωB97M-V functional and the def2-TZVPD basis) for an isolated molecule of C5H7I.

Positions of all 13 atoms, in Å:
1 C -0.6752 -0.8144 0.1199
2 C -1.0343 0.1596 1.2215
3 C 0.8147 1.1426 -0.7770
4 C 0.0510 -0.1566 -1.0267
5 C 1.5812 0.1203 -0.8775
6 I 3.4954 -0.5487 -0.4273
7 H 0.0317 -1.5933 0.5066
8 H -1.5451 -1.3211 -0.2286
9 H -0.1580 0.7556 1.4413
10 H -1.2357 -0.4633 2.0622
11 H 0.8914 2.2483 -0.8208
12 H -1.8882 0.7967 0.8767
13 H -0.3289 -0.3256 -2.0703

Properties
spin multiplicity	1
highest occupied orbital energy	-9.06	eV
structure (SMILES)	CC[C@H]1C=C1I
HOMO-LUMO gap	9.46	eV
M	194.0	g/mol



We find two to be the most stable, with the next structure 0.0242 hartree higher.



## one
Density functional theory data (the ωB97M-V functional and the def2-TZVPD basis) for a cluster of 2 separate species, C3H9N4 in total.

Positions of all 16 atoms, in Å:
1 C -0.4505 -1.4830 0.3512
2 C -0.3768 -0.8341 -0.8903
3 C 0.6797 -1.4305 1.2056
4 N -0.4510 -0.2390 -1.8971
5 N 0.4475 2.5565 0.0143
6 N -0.7744 0.8043 -2.5782
7 N 0.6407 -2.1667 2.3229
8 H -1.1673 -2.2442 0.5409
9 H 1.5368 -0.7022 1.1022
10 H 1.0662 3.2758 0.3884
11 H -0.0876 2.8956 -0.7811
12 H -1.5433 1.4767 -2.4329
13 H -0.5942 0.8562 -3.5799
14 H -0.1563 2.2064 0.7114
15 H -0.2125 -2.8078 2.5637
16 H 1.4430 -2.1639 2.9590

Properties
spin multiplicity	1
highest occupied orbital energy	-13.13	eV
total charge	+1
HOMO-LUMO gap	9.08	eV
M	101.1	g/mol



## two
Density functional theory data (the ωB97M-V functional and the def2-TZVPD basis) for a cluster of 2 separate species, C3H9N4 in total.

Positions of all 16 atoms, in Å:
1 C -2.4362 0.4940 -0.5029
2 C -1.1925 -1.0950 0.7659
3 C 1.9944 0.2346 0.2244
4 N -2.1723 1.4046 0.3115
5 N 1.2932 -0.6964 -0.2796
6 N -1.9276 -0.7994 -0.2520
7 N 3.2556 0.5589 -0.0624
8 H -3.0437 0.5409 -1.4122
9 H -0.8195 -2.0943 0.9163
10 H -0.9852 -0.3140 1.4834
11 H 1.5156 0.8499 0.9777
12 H -2.5439 2.3315 0.1326
13 H 1.7320 -1.2879 -0.9769
14 H -2.1470 -1.5139 -0.9437
15 H 3.7745 0.0395 -0.7531
16 H 3.7025 1.3471 0.3708

Properties
spin multiplicity	1
highest occupied orbital energy	-13.00	eV
total charge	+1
HOMO-LUMO gap	7.98	eV
M	101.1	g/mol



We find two to be the most stable, with the next structure 0.0523 hartree higher.



## one
Density functional theory data (the ωB97M-V functional and the def2-TZVPD basis) for the ion C4H7INO with charge +1.

Positions of all 14 atoms, in Å:
1 C 0.6687 -0.8559 -1.1469
2 C -1.9442 -0.2444 -0.1374
3 C 1.4639 0.1243 0.9623
4 C -0.7548 0.5956 0.1723
5 N 0.4469 -0.1303 -0.0925
6 O -1.8759 -1.2252 -0.8003
7 I -0.8190 2.5125 -0.8968
8 H -0.0291 -1.2244 -1.8729
9 H 1.6130 -1.1397 -1.3351
10 H -2.8428 0.1531 0.3567
11 H 1.6897 1.2100 0.7176
12 H 2.2911 -0.6198 1.0605
13 H 0.8669 -0.0563 1.8477
14 H -0.7742 0.9003 1.1648

Properties
spin multiplicity	1
highest occupied orbital energy	-14.19	eV
total charge	+1
structure (SMILES)	C=[N+](C)[C@@H](I)C=O
HOMO-LUMO gap	8.49	eV
M	212.0	g/mol



## two
Density functional theory data (the ωB97M-V functional and the def2-TZVPD basis) for a structure of composition C4H7INO.

Positions of all 14 atoms, in Å:
1 C 0.9767 -0.8761 0.6354
2 C -0.7336 -1.5597 -0.5949
3 C 0.9898 1.5011 0.0200
4 C -0.7182 -0.2077 -0.7072
5 N 0.3562 0.1906 -0.0497
6 O 0.2299 -2.0419 0.1621
7 I -2.9561 0.1400 0.0837
8 H 2.0402 -0.8720 0.3883
9 H 0.7720 -1.0170 1.7747
10 H -1.3712 -2.1938 -0.9883
11 H 1.5375 1.3707 0.9763
12 H 0.1748 2.3004 0.0236
13 H 1.6836 1.7681 -0.8408
14 H -2.9813 1.4973 -0.8833

Properties
spin multiplicity	1
highest occupied orbital energy (spin up / spin down)	-12.79 / -12.79	eV
total charge	+1
HOMO-LUMO gap (spin up / spin down)	7.09 / 7.09	eV
M	212.0	g/mol



We find one to be the most stable, with the next structure 0.0914 hartree higher.



## one
Density functional theory data (the ωB97M-V functional and the def2-TZVPD basis) for a cluster of 9 separate species, C9H36N18O9 in total.

Positions of all 72 atoms, in Å:
1 C 4.3411 -0.8280 -1.1821
2 O 5.0463 -1.0355 -2.1560
3 N 4.4613 0.2663 -0.3515
4 N 3.3075 -1.6757 -0.8548
5 H 3.7246 0.3423 0.3286
6 H 4.8801 1.1020 -0.7005
7 H 2.7785 -1.5035 -0.0203
8 H 3.3536 -2.5693 -1.3062
9 C -0.2066 1.6380 3.5606
10 O -1.3075 1.9795 3.1330
11 N 0.0283 1.4426 4.8923
12 N 0.7635 1.1517 2.7169
13 H 0.8126 0.9993 5.3308
14 H -0.7727 1.5857 5.4831
15 H 1.6279 0.8699 3.1342
16 H 0.4266 0.8977 1.8031
17 C 2.0505 3.8700 -0.4235
18 O 0.8463 3.9239 -0.1682
19 N 2.7388 5.0065 -0.7538
20 N 2.7620 2.7090 -0.4274
21 H 3.7197 4.9665 -0.9628
22 H 2.3408 5.9178 -0.6381
23 H 3.7522 2.8023 -0.4664
24 H 2.1760 1.8796 -0.2588
25 C 0.0311 0.5044 -0.3037
26 O 1.2342 0.4322 0.0408
27 N -0.7849 -0.5519 -0.4499
28 N -0.6053 1.6982 -0.2877
29 H -0.3551 -1.4510 -0.5943
30 H -1.7137 -0.4390 -0.8419
31 H -0.0755 2.5548 -0.1367
32 H -1.5943 1.7898 -0.4305
33 C -2.5464 4.2912 -2.6641
34 O -3.5275 3.7075 -2.1816
35 N -2.5395 4.9726 -3.8461
36 N -1.3555 4.2272 -2.0157
37 H -1.6814 5.3775 -4.1602
38 H -3.3137 4.8268 -4.4667
39 H -0.5063 4.4281 -2.5059
40 H -1.4070 3.5981 -1.2359
41 C -1.3004 -3.0098 -2.8856
42 O -2.3077 -2.8397 -2.2114
43 N -1.2013 -2.6571 -4.2056
44 N -0.1144 -3.4708 -2.3691
45 H -1.9943 -2.2976 -4.7072
46 H -0.4826 -3.0077 -4.8114
47 H 0.7741 -3.1800 -2.7236
48 H -0.2741 -3.7900 -1.4215
49 C 1.0790 -2.0426 4.0416
50 O 1.7930 -1.7802 5.0027
51 N -0.2595 -2.3777 4.1066
52 N 1.5396 -1.9841 2.7550
53 H -0.6634 -2.3079 5.0223
54 H -0.6093 -2.9147 3.3406
55 H 2.4685 -1.6576 2.5642
56 H 0.9952 -2.2702 1.9444
57 C -0.0601 -4.2986 1.0585
58 O -0.1681 -3.1244 0.6494
59 N -1.1797 -5.0377 1.2174
60 N 1.1294 -4.9157 1.2982
61 H -2.0044 -4.6021 0.8347
62 H -1.0747 -5.9901 1.5114
63 H 1.9742 -4.3908 1.1828
64 H 1.0772 -5.8823 1.5536
65 C -4.1265 0.1516 -0.4045
66 O -4.3816 -0.6768 0.4602
67 N -3.6830 -0.1714 -1.6617
68 N -4.1928 1.4998 -0.1702
69 H -3.6040 0.5106 -2.3977
70 H -3.5582 -1.1081 -2.0174
71 H -3.9168 2.1375 -0.8977
72 H -4.5835 1.7805 0.7091

Properties
spin multiplicity	1
highest occupied orbital energy	-8.92	eV
structure (SMILES)	NC(N)=O.NC(N)=O.NC(N)=O.NC(N)=O.NC(N)=O.NC(N)=O.NC(N)=O.NC(N)=O.NC(N)=O
HOMO-LUMO gap	9.01	eV
M	540.5	g/mol



## two
Density functional theory data (the ωB97M-V functional and the def2-TZVPD basis) for a cluster of 9 separate species, C9H36N18O9 in total.

Positions of all 72 atoms, in Å:
1 C 1.4622 0.4140 5.5618
2 O 0.2564 0.3883 5.3875
3 N 2.0892 0.6127 6.6569
4 N 2.2367 0.0861 4.5886
5 H 3.0183 1.0030 6.7238
6 H 1.7551 0.7094 7.6052
7 H 1.7971 0.3073 3.7066
8 H 3.2399 0.0910 4.7057
9 C -1.2383 -6.9957 -3.4398
10 O -1.3022 -5.9443 -4.0602
11 N -0.5540 -7.2648 -2.2910
12 N -2.0513 -7.9043 -3.8383
13 H -0.6438 -8.1696 -1.8512
14 H 0.0088 -6.4799 -1.9954
15 H -2.8635 -7.5794 -4.3432
16 H -2.2268 -8.5811 -3.1095
17 C 0.9359 4.9361 2.8376
18 O 0.5539 3.8530 2.3866
19 N 0.1024 5.7202 3.4151
20 N 2.0904 5.5835 2.5337
21 H -0.8374 5.4738 3.6910
22 H 0.4138 6.6793 3.4728
23 H 2.8628 4.9840 2.2806
24 H 2.1807 6.4563 3.0338
25 C 0.6927 -1.1785 -6.4248
26 O 1.4372 -1.2356 -5.4948
27 N 0.8929 -1.3760 -7.6860
28 N -0.4794 -0.7287 -6.2739
29 H 0.1667 -1.0632 -8.3144
30 H 1.7697 -1.6884 -8.0781
31 H -1.0121 -0.9216 -7.1100
32 H -0.9674 -0.3081 -5.4961
33 C 5.0272 -4.8326 3.2534
34 O 6.1032 -4.4369 2.8474
35 N 4.9201 -5.5913 4.2951
36 N 3.9017 -4.4820 2.7159
37 H 5.8229 -5.7708 4.7109
38 H 4.0779 -6.1167 4.4818
39 H 3.0943 -4.6856 3.2875
40 H 4.0073 -3.7647 2.0128
41 C 2.8002 3.5414 -4.2649
42 O 3.7598 4.2284 -4.0145
43 N 2.0556 3.4949 -5.3333
44 N 2.2506 2.8737 -3.3448
45 H 2.2287 4.0498 -6.1592
46 H 1.0985 3.2395 -5.1358
47 H 2.6429 2.9475 -2.4171
48 H 1.2960 2.5956 -3.5222
49 C -0.4950 -1.7964 0.0831
50 O -0.5190 -2.9831 0.4258
51 N -0.4929 -1.3204 -1.1914
52 N -0.4433 -0.7876 0.8804
53 H -0.7720 -0.3695 -1.3860
54 H -0.4582 -2.0077 -1.9307
55 H -0.5005 -0.9729 1.8716
56 H -0.2710 0.1580 0.5702
57 C -3.6783 2.0624 -2.4956
58 O -2.4922 2.1368 -2.5948
59 N -4.2603 1.7983 -1.3179
60 N -4.4025 2.1063 -3.5504
61 H -3.7265 1.5818 -0.4883
62 H -5.2232 1.5106 -1.4189
63 H -3.8873 2.4437 -4.3509
64 H -5.4114 2.1194 -3.5051
65 C -4.7696 3.6018 4.7384
66 O -5.7268 4.2333 4.8946
67 N -4.0289 3.4690 3.7348
68 N -4.1091 3.1115 5.7351
69 H -4.3108 3.9789 2.9098
70 H -3.2079 2.8855 3.8086
71 H -3.1999 2.6722 5.7161
72 H -4.4870 3.1988 6.6677

Properties
spin multiplicity	1
highest occupied orbital energy	-9.19	eV
structure (SMILES)	NC(N)=O.NC(N)=O.NC(N)=O.NC(N)=O.NC(N)=O.NC(N)=O.NC(N)=O.NC(N)=O.NC(N)=O
HOMO-LUMO gap	9.35	eV
M	540.5	g/mol



We find one to be the most stable, with the next structure 0.2770 hartree higher.



## one
Density functional theory data (the ωB97M-V functional and the def2-TZVPD basis) for a cluster of 2 separate species, C2H10N4 in total.

Positions of all 16 atoms, in Å:
1 C -0.6135 -0.9626 -2.2642
2 N -0.3475 -2.3714 -2.5010
3 H 0.2910 -0.3114 -2.1595
4 H -1.1802 -0.8965 -1.3292
5 H -1.2477 -0.4832 -3.0727
6 H 0.1149 -2.5930 -3.3590
7 H 0.0749 -2.7698 -1.6712
8 N 0.8078 1.1963 0.1629
9 C 0.2690 0.8315 1.3923
10 N -0.3688 1.8383 2.0813
11 N 0.3975 -0.3037 1.9553
12 H 1.1825 0.4151 -0.3722
13 H 0.2449 1.7734 -0.4545
14 H -0.7206 2.6171 1.5268
15 H -0.8937 1.5471 2.8796
16 H 0.7775 -1.0293 1.3536

Properties
spin multiplicity	1
highest occupied orbital energy	-8.96	eV
structure (SMILES)	N=C(N)N.CN
HOMO-LUMO gap	9.70	eV
M	90.1	g/mol



## two
Density functional theory data (the ωB97M-V functional and the def2-TZVPD basis) for a cluster of 2 separate species, C2H10N4 in total.

Positions of all 16 atoms, in Å:
1 C 0.8776 -1.9197 -0.0850
2 C 1.4328 1.5909 0.5563
3 N 0.9843 -0.6840 0.6599
4 N 1.0156 0.3615 -0.0979
5 H 0.5287 -1.7959 -1.1150
6 H 0.1742 -2.5682 0.4358
7 H 1.8634 -2.4017 -0.0927
8 H 1.2146 2.4249 -0.1110
9 H 2.5084 1.5680 0.7332
10 H 0.9056 1.7321 1.5064
11 N -1.4458 -0.0966 -0.0392
12 N -2.6933 0.1174 -0.5952
13 H -2.7283 -0.2373 -1.5412
14 H -1.4465 0.3913 0.8565
15 H -0.1089 0.4640 -0.5689
16 H -3.0824 1.0534 -0.5020

Properties
spin multiplicity	1
highest occupied orbital energy (spin up / spin down)	-6.95 / -8.01	eV
HOMO-LUMO gap (spin up / spin down)	7.00 / 8.90	eV
M	90.1	g/mol



We find one to be the most stable, with the next structure 0.1745 hartree higher.